Entry i
Density functional theory data (ωB97M-V/def2-TZVPD) for C2H6N2 in the gas phase.

Positions of all 10 atoms, in Å:
H  1.96661  -0.73794  -0.86550
N  1.16337  -0.19945  -1.10910
C  0.21888  -0.17106  -0.24052
C  -0.85314  0.86704  -0.31817
N  0.18234  -0.98468  0.83485
H  -1.32711  0.78582  -1.24381
H  -1.71603  0.82222  0.39424
H  -0.41064  1.86093  -0.32415
H  -0.27089  -0.70365  1.85032
H  1.04662  -1.53924  1.02183

Calculated values
net charge = 0
SMILES = [H]/N=C(/C)N
2S+1 = 1

---

Entry ii
Density functional theory data (ωB97M-V/def2-TZVPD) for a molecular structure, C2H6N2.

Positions of all 10 atoms, in Å:
C  -1.24120  -0.43721  0.05793
N  1.29521  0.90772  -0.33116
C  0.71492  -0.40885  0.00043
N  0.24860  -0.75571  1.13536
H  -1.78740  -1.37283  0.03544
H  -1.19429  0.15686  -0.85668
H  -1.66946  0.24770  0.78414
H  0.66568  1.69254  -0.22881
H  2.06978  0.97154  0.32783
H  0.89817  -1.00177  -0.92448

Calculated values
net charge = 0
2S+1 = 1

---

Result of the stability comparison: entry ii is the least stable of them.